Density functional theory data (ωB97M-V/def2-TZVPD) for one molecule with the formula CH2N2O3S at a distorted geometry.

Element x y z (Å)
S (-0.260437, -1.862523, 0.100016)
O (1.474755, 1.447072, 0.244729)
O (-2.403139, 0.220434, 0.499748)
O (2.039841, -0.595155, -0.202258)
N (-0.054444, -0.179606, 0.108948)
N (1.223448, 0.278309, 0.066085)
C (-1.408901, 0.778948, 0.164574)
H (-1.201417, 1.861353, -0.146522)
H (0.590298, -1.948833, -0.835322)

Force components x, y, z for each atom (eV/Å):
S -0.9373 1.3146 1.7560
O 0.6697 3.9644 0.7163
O 0.7725 0.7688 -0.3942
O 3.7966 -3.0768 -1.2872
N -4.6644 1.9064 0.2892
N -3.1464 -1.0645 0.4633
C 2.0938 -1.4082 -0.3036
H -0.0126 -1.6033 0.5816
H 1.4282 -0.8013 -1.8216

relative energy (zero: lowest compared OMol25 entry of this formula, charge and spin) = 4.140 eV
max |F| = 5.1 eV Å⁻¹
multiplicity = 3
HOMO-LUMO gap (spin up / spin down) = 6.65 / 6.19 eV